This record from OMol25 describes C27H45NO2P2W as an isolated structure at a distorted geometry. The level of theory is ωB97M-V/def2-TZVPD.

Energy above the lowest of the compared OMol25 structures with the same formula, charge and spin = 61.0 kcal per mole
Net charge = +2
Largest force on an atom = 3.93 eV/A
<S²> = 2.01
Gap between HOMO and LUMO (spin up / spin down) = 4.4 / 4.1 eV
Spin multiplicity = 3
DFT total energy = -54694.2401 eV
LUMO (spin up / spin down) = -0.2878 / -0.2982 Ha

Structure (XYZ):
```
78
C27H45NO2P2W (ωB97M-V/def2-TZVPD)
W -1.346 0.959 -0.658
C -1.561 2.328 1.019
C -2.523 2.617 -0.018
C -2.907 0.418 0.731
C -1.827 0.970 1.506
C -3.378 1.470 -0.150
C -0.416 3.206 1.363
H 0.070 3.587 0.452
H 0.363 2.655 1.907
H -0.646 4.115 1.985
C -1.068 0.290 2.583
H -0.027 0.648 2.657
H -1.017 -0.812 2.455
H -1.552 0.492 3.563
C -3.500 -0.952 0.816
H -4.422 -0.936 1.431
H -2.808 -1.679 1.275
H -3.798 -1.328 -0.179
C -4.593 1.449 -1.028
H -5.486 1.697 -0.429
H -4.832 0.468 -1.487
H -4.553 2.241 -1.804
C -2.549 3.837 -0.855
H -3.156 4.605 -0.360
H -2.970 3.659 -1.845
H -1.545 4.245 -0.998
C 3.836 -0.917 1.586
C 3.896 0.198 2.328
C 3.152 1.459 2.047
C 3.611 2.115 0.698
C 2.523 1.955 -0.285
C 1.823 0.717 -0.367
C 1.515 -0.529 0.435
C 2.755 -1.424 0.693
H 3.374 2.187 2.840
H 4.633 1.727 0.416
H 2.052 1.356 2.043
H 3.200 -1.763 -0.266
H 4.633 -1.642 1.704
H 4.556 0.263 3.210
H 2.331 -2.349 1.115
H 0.966 -0.447 1.382
H -2.620 0.192 -1.576
H 0.813 -1.161 -0.134
H 3.729 3.219 0.764
H 2.082 2.832 -0.850
P 1.933 0.441 -2.104
C 3.687 -0.187 -2.034
C 2.139 1.712 -3.360
P -1.155 -0.193 -2.516
C 0.683 -0.651 -2.623
C -1.815 1.285 -3.388
C -1.994 -1.789 -2.749
H 3.790 -1.242 -2.287
H 4.237 -0.034 -1.079
H 4.338 0.342 -2.749
H 2.723 1.274 -4.180
H 2.707 2.610 -3.071
H 1.172 2.023 -3.782
H -1.554 -2.219 -3.655
H -3.082 -1.640 -2.865
H -1.778 -2.418 -1.867
H 0.781 -1.537 -1.975
H 0.811 -0.976 -3.672
H -2.920 1.270 -3.458
H -1.414 1.291 -4.410
H -1.529 2.217 -2.848
O 1.643 -4.364 0.828
C 0.683 -4.266 1.593
C 0.266 -5.380 2.574
C -0.835 -4.752 3.383
C -1.024 -3.390 2.736
O -1.909 -2.622 3.135
N -0.129 -3.158 1.725
H -0.083 -6.251 2.018
H 1.118 -5.675 3.190
H -1.762 -5.323 3.347
H -0.541 -4.632 4.429
```

***

This record from OMol25 describes one molecule with the formula C15H20ClNO2. The level of theory is ωB97M-V/def2-TZVPD.

Energy above the lowest of the compared OMol25 structures with the same formula, charge and spin = 7.2 kcal per mole
Net charge = 0
Largest force on an atom = 0.66 eV/A
Gap between HOMO and LUMO = 9.4 eV
Spin multiplicity = 1
SMILES = O=C(NCCOc1ccc(Cl)cc1)C1CCCCC1
DFT total energy = -33987.9960 eV
LUMO = 0.0264 Ha

Structure (XYZ):
```
39
C15H20ClNO2 (ωB97M-V/def2-TZVPD)
O -0.639 -0.553 -2.671
C -0.111 0.176 -1.860
N -0.664 0.411 -0.642
H -0.153 0.948 0.042
C -1.782 -0.353 -0.147
H -2.525 0.328 0.278
H -2.210 -0.882 -1.001
C -1.321 -1.367 0.911
H -0.516 -1.979 0.494
H -2.145 -2.025 1.204
O -0.741 -0.734 2.033
C -1.535 -0.153 2.975
C -0.855 0.511 3.999
C -1.544 1.129 5.020
C -2.931 1.091 5.028
C -3.619 0.436 4.023
C -2.925 -0.183 2.996
H -3.489 -0.687 2.227
H -4.697 0.408 4.036
Cl -3.804 1.867 6.304
H -1.012 1.639 5.807
H 0.223 0.524 3.975
C 1.182 0.954 -2.084
C 1.607 0.950 -3.555
C 2.074 -0.428 -4.016
C 3.192 -0.952 -3.123
C 2.718 -1.006 -1.675
C 2.307 0.386 -1.206
H 1.994 0.348 -0.159
H 3.169 1.055 -1.270
H 1.864 -1.683 -1.602
H 3.511 -1.391 -1.030
H 3.496 -1.947 -3.453
H 4.063 -0.294 -3.195
H 1.229 -1.115 -3.982
H 2.419 -0.364 -5.050
H 0.765 1.272 -4.171
H 2.418 1.672 -3.683
H 0.986 1.990 -1.777
```

***

This record from OMol25 describes a 10-piece molecular cluster, C31H88N6O10 overall at a distorted geometry. The level of theory is ωB97M-V/def2-TZVPD.

Energy above the lowest of the compared OMol25 structures with the same formula, charge and spin = 51.1 kcal per mole
Net charge = 0
Largest force on an atom = 2.51 eV/A
Gap between HOMO and LUMO = 9.2 eV
Spin multiplicity = 1
SMILES = COC[C@H](C)N.COC[C@H](C)N.COC[C@H](C)N.COC[C@H](C)N.COC[C@H](C)N.COC[C@H](C)N.CCO.CCO.CCO.CO
DFT total energy = -62984.4027 eV
LUMO = 0.0178 Ha

Structure (XYZ):
```
135
C31H88N6O10 (ωB97M-V/def2-TZVPD)
C -11.307 -6.275 9.208
C -11.991 -5.263 8.351
O -11.945 -4.008 9.025
H -11.789 -6.439 10.172
H -10.298 -5.976 9.493
H -11.322 -7.217 8.658
H -12.984 -5.545 8.001
H -11.295 -5.170 7.517
H -12.238 -3.372 8.368
C -8.009 -4.461 12.590
C -9.422 -4.657 12.079
O -10.347 -4.056 12.940
H -7.945 -4.700 13.651
H -7.645 -3.469 12.322
H -7.389 -5.112 11.972
H -9.677 -5.712 11.979
H -9.604 -4.227 11.094
H -11.254 -4.135 12.635
C -13.725 -6.002 3.836
C -12.695 -6.616 4.820
O -12.431 -7.922 4.500
H -14.695 -6.487 3.727
H -13.220 -5.832 2.885
H -13.999 -5.017 4.216
H -13.054 -6.494 5.841
H -11.752 -6.070 4.824
H -11.473 -7.990 4.500
C -9.596 -5.245 2.136
C -8.137 -5.508 2.564
C -7.889 -5.094 4.083
O -8.066 -3.680 4.148
C -8.281 -3.321 5.526
N -7.799 -6.910 2.320
H -9.758 -5.346 1.063
H -9.966 -4.256 2.405
H -10.323 -5.898 2.619
H -7.486 -4.886 1.950
H -6.945 -5.421 4.518
H -8.632 -5.700 4.600
H -8.376 -2.238 5.600
H -7.459 -3.727 6.117
H -9.202 -3.741 5.930
H -6.853 -7.135 2.593
H -7.804 -7.009 1.314
C -14.709 -2.662 11.604
C -13.486 -3.092 12.369
C -13.798 -3.293 13.863
O -14.266 -2.087 14.515
C -14.848 -2.325 15.835
N -12.903 -4.298 11.781
H -15.041 -1.668 11.904
H -15.628 -3.226 11.763
H -14.489 -2.618 10.537
H -12.661 -2.386 12.276
H -12.892 -3.632 14.365
H -14.600 -4.011 14.031
H -14.153 -2.751 16.559
H -15.755 -2.928 15.847
H -15.156 -1.381 16.284
H -13.522 -5.091 11.870
H -12.775 -4.168 10.788
C -18.669 -5.310 6.607
C -17.970 -6.385 5.828
C -17.474 -7.621 6.603
O -16.958 -7.300 7.883
C -15.680 -6.704 7.795
N -18.974 -6.859 4.872
H -19.427 -5.769 7.241
H -19.205 -4.625 5.950
H -17.983 -4.703 7.198
H -17.142 -5.999 5.233
H -16.783 -8.118 5.922
H -18.324 -8.253 6.861
H -15.310 -6.396 8.773
H -15.639 -5.863 7.102
H -14.936 -7.425 7.459
H -19.387 -6.031 4.468
H -19.724 -7.166 5.475
C -12.411 -8.279 12.333
C -13.840 -8.676 11.997
C -14.579 -7.728 11.035
O -14.834 -6.419 11.588
C -16.063 -6.268 12.299
N -13.782 -10.039 11.491
H -12.447 -7.304 12.819
H -11.744 -8.218 11.473
H -11.994 -8.945 13.088
H -14.368 -8.587 12.947
H -15.486 -8.237 10.708
H -13.925 -7.583 10.175
H -16.887 -6.363 11.591
H -16.108 -5.313 12.822
H -16.203 -6.998 13.095
H -13.318 -10.039 10.594
H -14.727 -10.311 11.263
C -15.233 -1.720 7.859
C -15.013 -1.835 6.363
C -14.260 -3.047 5.831
O -12.974 -3.235 6.412
C -11.901 -2.520 5.835
N -16.335 -1.814 5.718
H -15.698 -2.646 8.199
H -15.841 -0.824 7.982
H -14.223 -1.611 8.254
H -14.468 -0.913 6.161
H -14.284 -3.012 4.742
H -14.769 -3.972 6.104
H -11.113 -2.428 6.582
H -12.186 -1.526 5.491
H -11.475 -3.056 4.986
H -16.875 -1.036 6.071
H -16.298 -1.675 4.718
C -7.394 -8.643 5.273
C -8.856 -8.796 5.573
C -9.432 -8.001 6.775
O -9.177 -8.543 8.036
C -8.057 -7.947 8.629
N -9.540 -8.406 4.333
H -7.133 -7.592 5.144
H -7.109 -9.173 4.364
H -6.877 -9.106 6.114
H -9.009 -9.848 5.813
H -10.519 -8.063 6.743
H -9.256 -6.925 6.763
H -8.281 -6.945 8.996
H -7.108 -8.060 8.105
H -7.908 -8.485 9.565
H -9.704 -9.216 3.752
H -8.912 -7.854 3.766
C -12.496 -9.702 8.083
O -13.341 -10.832 8.277
H -13.030 -8.760 7.956
H -11.713 -9.585 8.833
H -11.934 -9.874 7.166
H -13.715 -11.045 7.419
```

***

This record from OMol25 describes a 9-piece molecular cluster, C27H36O27 overall at a distorted geometry. The level of theory is ωB97M-V/def2-TZVPD.

Energy above the lowest of the compared OMol25 structures with the same formula, charge and spin = 115.3 kcal per mole
Net charge = 0
Largest force on an atom = 4.85 eV/A
Gap between HOMO and LUMO = 10.0 eV
Spin multiplicity = 1
SMILES = O=C1OCCO1.O=C1OCCO1.O=C1OCCO1.O=C1OCCO1.O=C1OCCO1.O=C1OCCO1.O=C1OCCO1.O=C1OCCO1.O=C1OCCO1
DFT total energy = -83861.3860 eV
LUMO = -0.0156 Ha

Structure (XYZ):
```
90
C27H36O27 (ωB97M-V/def2-TZVPD)
C 5.873 13.305 9.158
C 5.840 13.844 7.697
O 5.875 15.297 7.844
C 6.264 15.545 9.084
O 6.509 16.633 9.475
O 6.515 14.433 9.776
H 6.321 12.340 9.394
H 4.836 13.188 9.474
H 4.946 13.589 7.128
H 6.780 13.535 7.240
C 9.669 7.229 9.454
C 9.068 8.164 10.543
O 9.900 9.313 10.429
C 10.808 9.219 9.435
O 11.586 10.126 9.235
O 10.586 8.079 8.755
H 9.022 6.684 8.767
H 10.184 6.433 9.993
H 9.150 7.765 11.554
H 8.001 8.267 10.349
C -1.591 5.572 4.247
C -1.025 6.361 5.433
O 0.221 5.743 5.692
C 0.298 4.591 5.133
O 1.214 3.798 5.345
O -0.730 4.489 4.236
H -1.634 6.119 3.305
H -2.636 5.296 4.386
H -1.631 6.366 6.339
H -0.819 7.358 5.044
C 1.867 8.754 10.878
C 1.012 7.565 10.543
O 1.906 6.558 10.440
C 3.100 7.060 10.161
O 4.050 6.432 9.729
O 3.165 8.385 10.446
H 1.700 8.966 11.934
H 1.759 9.694 10.336
H 0.458 7.553 9.605
H 0.379 7.428 11.420
C -0.430 13.780 4.955
C -0.209 12.428 5.455
O 0.503 12.553 6.649
C 0.368 13.863 7.039
O 0.813 14.297 8.024
O -0.113 14.586 6.063
H -1.427 13.998 4.571
H 0.267 13.918 4.129
H 0.226 11.721 4.748
H -1.186 11.997 5.675
C 4.502 8.211 4.832
C 5.496 7.043 4.563
O 6.691 7.691 4.220
C 6.683 8.951 4.616
O 7.593 9.757 4.548
O 5.441 9.236 5.091
H 3.907 8.089 5.736
H 3.898 8.481 3.965
H 5.074 6.360 3.825
H 5.644 6.375 5.412
C -3.312 4.412 11.916
C -4.626 3.704 12.090
O -4.759 3.016 10.856
C -4.073 3.601 9.948
O -4.016 3.181 8.782
O -3.309 4.578 10.555
H -2.556 3.696 12.239
H -3.086 5.402 12.312
H -5.415 4.424 12.305
H -4.603 3.033 12.949
C 8.000 0.808 8.047
C 7.383 2.110 8.293
O 7.625 2.439 9.665
C 8.678 1.700 10.033
O 9.201 1.759 11.172
O 9.013 0.903 9.038
H 8.497 0.742 7.079
H 7.336 -0.051 8.143
H 6.323 2.102 8.039
H 7.825 2.874 7.653
C 0.924 6.324 18.473
C 0.515 5.592 17.254
O 0.428 6.542 16.279
C 0.346 7.719 16.837
O 0.131 8.737 16.230
O 0.438 7.638 18.160
H 1.999 6.235 18.630
H 0.284 5.913 19.254
H -0.383 5.015 17.473
H 1.289 4.892 16.938
```

***

This record from OMol25 describes a 2-piece molecular cluster, C6H19N4P overall at a distorted geometry. The level of theory is ωB97M-V/def2-TZVPD.

Energy above the lowest of the compared OMol25 structures with the same formula, charge and spin = 30.3 kcal per mole
Net charge = 0
Largest force on an atom = 4.70 eV/A
Gap between HOMO and LUMO = 9.0 eV
Spin multiplicity = 1
SMILES = CN(C)[PH](=N)N(C)C.C=NC
DFT total energy = -21776.4810 eV
LUMO = 0.0278 Ha

Structure (XYZ):
```
30
C6H19N4P (ωB97M-V/def2-TZVPD)
C -3.830 -0.726 -3.019
C -2.766 -1.627 -1.140
C 2.852 -1.432 0.115
C 2.795 0.053 2.152
C 0.889 2.032 -0.398
C -0.668 2.096 1.321
N -0.466 -0.793 1.825
N -3.551 -0.748 -1.575
N 2.157 -0.458 0.912
N 0.213 1.322 0.585
P 0.467 -0.316 0.738
H -3.414 0.128 -3.493
H -3.317 -1.491 -3.727
H -4.782 -0.629 -3.492
H -2.349 -1.693 -0.127
H -2.479 -2.440 -1.755
H 0.466 -0.739 -0.664
H 3.281 -2.096 0.896
H 2.180 -1.883 -0.547
H 3.850 -1.009 -0.258
H 3.197 -0.735 2.764
H 3.499 0.876 1.998
H 1.897 0.497 2.725
H 0.184 2.466 -1.218
H 1.368 2.865 0.071
H 1.698 1.455 -0.935
H -1.357 2.575 0.552
H -1.313 1.471 1.850
H -0.224 2.795 1.944
H -0.477 -1.817 1.898
```

***

This record from OMol25 describes C5H8O as an isolated structure at a distorted geometry. The level of theory is ωB97M-V/def2-TZVPD.

Energy above the lowest of the compared OMol25 structures with the same formula, charge and spin = 61.7 kcal per mole
Net charge = 0
Largest force on an atom = 3.04 eV/A
Gap between HOMO and LUMO = 10.4 eV
Spin multiplicity = 1
DFT total energy = -7359.5793 eV
LUMO = 0.0350 Ha

Structure (XYZ):
```
14
C5H8O (ωB97M-V/def2-TZVPD)
C -0.123 1.432 0.472
C -1.376 1.357 0.028
C 0.151 -0.066 0.410
C -1.280 -0.051 -0.339
C 1.423 -0.530 -0.279
O -2.356 -0.807 0.304
H 0.408 2.335 0.874
H -2.026 2.153 0.116
H -0.016 -0.466 1.469
H -1.398 -0.442 -1.387
H 1.637 0.127 -1.188
H 1.371 -1.596 -0.730
H 2.189 -0.446 0.450
H -2.500 -1.541 -0.241
```